Run 1
A cluster of 2 separate species, C4H12N2O2 in total. Source: the Open Molecules 2025 dataset; level of theory: the ωB97M-V functional and the def2-TZVPD basis.

net charge: 0
orbital gap: 10.19 eV
LUMO level: 0.03232 Eh
HOMO energy: -9.307 eV

Each line ends with the Mulliken charge.
CARTESIAN COORDINATES (ANGSTROEM)
1 C -0.059 -1.868 -2.660  -1.0993
2 C -0.011 -1.485 -1.182  0.6456
3 N 1.241 -1.606 -0.640  -0.3774
4 O -0.982 -1.115 -0.577  -0.5725
5 H 0.052 -0.984 -3.286  0.2579
6 H -1.035 -2.300 -2.875  0.3056
7 H 0.721 -2.573 -2.933  0.3529
8 H 1.989 -1.682 -1.297  0.2061
9 H 1.382 -1.127 0.228  0.3456
10 N -1.137 2.860 0.712  -0.6395
11 C 0.047 1.998 0.732  -0.2289
12 C -0.107 0.990 1.849  -0.4915
13 O 0.991 0.075 1.763  -0.5463
14 H -1.941 2.336 0.406  0.2190
15 H -1.024 3.622 0.076  0.2230
16 H 0.889 2.670 0.901  0.3563
17 H 0.231 1.444 -0.196  0.1334
18 H -1.054 0.454 1.752  0.2463
19 H -0.096 1.525 2.803  0.3783
20 H 0.950 -0.450 2.561  0.2853



Run 2
A cluster of 2 separate species, C4H12N2O2 in total. Source: the Open Molecules 2025 dataset; level of theory: the ωB97M-V functional and the def2-TZVPD basis.

net charge: 0
orbital gap: 9.50 eV
LUMO level: 0.02523 Eh
HOMO energy: -8.812 eV

Each line ends with the Mulliken charge.
CARTESIAN COORDINATES (ANGSTROEM)
1 C 1.270 1.424 1.128  -1.2851
2 C 0.710 0.767 -0.208  0.3901
3 C 2.096 0.486 -1.013  -0.0312
4 O 3.123 1.114 -0.735  -0.4883
5 N 0.055 -0.456 -0.095  -0.3981
6 C -0.915 -0.668 -1.348  -0.4984
7 N -2.335 -0.555 -1.033  -0.4114
8 H 1.689 0.764 1.943  0.3155
9 H 2.105 2.174 0.848  0.3591
10 H 0.614 2.230 1.654  0.3333
11 H 0.119 1.729 -0.647  0.1808
12 H 2.158 -0.268 -1.832  0.3416
13 H -0.494 -0.612 0.787  0.2172
14 H -0.464 -1.684 -1.743  0.2698
15 H -0.588 0.147 -2.018  0.3139
16 H -2.723 -0.709 -1.981  0.2069
17 H -2.872 -0.602 -0.187  0.1831
18 O -1.348 -1.446 2.353  -0.6718
19 H -1.748 -2.149 1.944  0.3173
20 H -0.454 -1.684 2.183  0.3557



Run 3
A structure of composition C4H12N2O2. Source: the Open Molecules 2025 dataset; level of theory: the ωB97M-V functional and the def2-TZVPD basis.

net charge: 0
orbital gap (spin up / spin down): 8.21 / 6.10 eV
LUMO level (spin up / spin down): 0.01146 / -0.04257 Eh
HOMO energy (spin up / spin down): -7.898 / -7.262 eV

Each line ends with the Mulliken charge.
CARTESIAN COORDINATES (ANGSTROEM)
1 C 0.863 1.576 0.228  -0.2487
2 C -0.040 0.699 1.752  -0.6538
3 N -1.393 0.400 1.691  -0.4408
4 O 2.088 1.157 0.141  -0.5950
5 H 2.008 -0.249 -0.038  0.3121
6 H -2.020 1.189 1.634  0.2407
7 H -1.613 -0.341 1.037  0.2865
8 H 0.718 2.558 0.692  0.3683
9 H 0.215 1.360 -0.633  0.1917
10 H 0.180 1.477 2.476  0.4455
11 H 0.594 -0.164 1.906  0.2996
12 C -1.447 -0.609 -1.975  -0.5926
13 C 1.473 -1.444 -0.219  -0.7241
14 O -0.082 -0.940 -1.744  -0.1215
15 N 0.139 -1.237 -0.418  -0.2310
16 H -1.717 0.318 -1.465  0.2652
17 H -1.538 -0.475 -3.050  0.2538
18 H -2.101 -1.422 -1.648  0.2707
19 H 1.645 -1.997 0.701  0.3180
20 H 2.026 -1.855 -1.067  0.3556



Quick ranking, most stable first: run 1, run 2, run 3.



Run 1
A cluster of 2 separate species, C4H12N2O2 in total. Source: the Open Molecules 2025 dataset; level of theory: the ωB97M-V functional and the def2-TZVPD basis.

net charge: 0
orbital gap: 9.55 eV
LUMO level: 0.02797 Eh
HOMO energy: -8.790 eV

Each line ends with the Mulliken charge.
CARTESIAN COORDINATES (ANGSTROEM)
1 C -2.025 0.767 1.266  -0.9193
2 C -1.961 -0.698 0.700  -0.5728
3 N -0.965 -0.968 -0.354  -0.1645
4 C 0.385 -0.838 -0.514  0.3647
5 O 0.881 -1.016 -1.612  -0.6511
6 C 1.256 -0.876 0.731  -0.1370
7 N 2.537 -0.197 0.658  -0.5265
8 H -2.564 0.901 2.170  0.3616
9 H -0.969 1.321 1.282  0.1310
10 H -2.372 1.359 0.497  0.3587
11 H -2.987 -0.853 0.352  0.3622
12 H -1.924 -1.465 1.425  0.3168
13 H -1.382 -1.285 -1.267  0.2416
14 H 0.697 -0.293 1.541  0.2563
15 H 1.413 -1.960 0.775  0.1564
16 H 2.856 0.465 1.460  0.2184
17 H 2.896 -0.057 -0.332  0.2150
18 O -0.077 2.794 -0.981  -0.6281
19 H 0.144 2.968 -1.893  0.3005
20 H 0.811 2.700 -0.504  0.3161



Run 2
A cluster of 2 separate species, C4H12N2O2 in total. Source: the Open Molecules 2025 dataset; level of theory: the ωB97M-V functional and the def2-TZVPD basis.

net charge: 0
orbital gap: 10.36 eV
LUMO level: 0.02582 Eh
HOMO energy: -9.662 eV

Each line ends with the Mulliken charge.
CARTESIAN COORDINATES (ANGSTROEM)
1 N 1.053 0.976 -0.296  -0.4864
2 C 1.395 0.780 -1.688  -0.0089
3 O 2.704 0.296 -1.878  -0.5667
4 C 0.374 -0.180 -2.323  -0.5542
5 O 0.355 -1.420 -1.653  -0.5210
6 H 1.562 1.757 0.095  0.2191
7 H 1.329 0.158 0.243  0.2573
8 H 1.345 1.750 -2.194  0.4022
9 H 2.686 -0.661 -1.746  0.3527
10 H -0.618 0.289 -2.318  0.3002
11 H 0.667 -0.395 -3.352  0.3182
12 H 0.026 -1.262 -0.757  0.2813
13 H -0.821 -0.268 4.009  0.2316
14 N -0.451 0.320 3.258  -0.6067
15 C -1.061 0.219 2.170  0.0607
16 C -2.242 -0.640 1.843  -0.9570
17 H -0.682 0.836 1.352  0.4517
18 H -2.570 -1.209 2.708  0.3392
19 H -1.991 -1.328 1.036  0.2131
20 H -3.060 -0.018 1.493  0.2734



Run 3
A cluster of 2 separate species, C4H12N2O2 in total. Source: the Open Molecules 2025 dataset; level of theory: the ωB97M-V functional and the def2-TZVPD basis.

net charge: 0
orbital gap: 10.34 eV
LUMO level: 0.03027 Eh
HOMO energy: -9.519 eV

Each line ends with the Mulliken charge.
CARTESIAN COORDINATES (ANGSTROEM)
1 C 1.576 -0.880 -0.492  -1.4224
2 C 1.097 0.552 -0.367  0.3896
3 N 2.098 1.443 0.248  -0.6780
4 C -0.200 0.618 0.480  -0.6944
5 C -1.416 0.360 -0.354  0.5940
6 N -2.295 1.375 -0.493  -0.4096
7 O -1.600 -0.706 -0.940  -0.7080
8 H 1.733 -1.315 0.507  0.3393
9 H 2.503 -0.974 -1.055  0.3807
10 H 0.796 -1.524 -0.920  0.3290
11 H 0.890 0.958 -1.353  0.3549
12 H 2.754 1.787 -0.449  0.2648
13 H 2.651 0.935 0.939  0.2515
14 H -0.135 -0.160 1.239  0.2869
15 H -0.238 1.573 1.007  0.3010
16 H -3.180 1.189 -0.950  0.2532
17 H -2.224 2.258 -0.019  0.1989
18 O -1.308 -2.634 1.224  -0.6736
19 H -1.251 -2.051 0.441  0.3348
20 H -2.251 -2.805 1.308  0.3073



Run 4
A cluster of 2 separate species, C4H12N2O2 in total. Source: the Open Molecules 2025 dataset; level of theory: the ωB97M-V functional and the def2-TZVPD basis.

net charge: 0
orbital gap (spin up / spin down): 7.78 / 7.87 eV
LUMO level (spin up / spin down): -0.00299 / 0.00000 Eh
HOMO energy (spin up / spin down): -7.857 / -7.867 eV

Each line ends with the Mulliken charge.
CARTESIAN COORDINATES (ANGSTROEM)
1 C -1.163 1.489 1.162  -0.6596
2 C -1.922 0.901 0.017  -0.1088
3 N -2.227 -0.349 -0.072  -0.3179
4 O -1.717 -0.973 -1.232  -0.3561
5 H -1.699 1.380 2.105  0.3512
6 H -0.182 1.026 1.246  0.0160
7 H -0.975 2.546 0.972  0.2868
8 H -2.753 1.521 -0.315  0.4355
9 H -2.285 -1.746 -1.348  0.3665
10 C 2.102 -0.817 0.902  -0.9957
11 N 0.920 -0.758 0.073  0.0464
12 C 0.934 0.462 -1.185  -1.0465
13 O 0.731 -2.039 -0.463  -0.4926
14 H 1.936 -1.547 1.697  0.3216
15 H 2.281 0.162 1.341  0.3227
16 H 2.988 -1.122 0.329  0.3357
17 H 0.381 -0.007 -1.994  0.3731
18 H 0.868 1.540 -1.059  0.3163
19 H 1.991 0.368 -1.450  0.4215
20 H -0.209 -2.035 -0.728  0.3838



Quick ranking, most stable first: run 3, run 2, run 1, run 4.